78
Properties=species:S:1:pos:R:3 method="wB97M-V/def2-TZVPD" total_charge=+2 gap_ha=0.240 e_tot_ha=-4348.95139
Ta -0.08102 0.24268 0.99694
C 3.61141 7.71429 1.77672
C 2.87308 6.41216 1.64238
C 1.49957 6.33509 1.89256
C 0.81045 5.14788 1.76864
C 1.54153 4.01177 1.38935
C 2.92248 4.04765 1.12969
C 3.56645 5.25489 1.26688
S 0.72043 2.56643 1.13288
O -0.72432 2.70524 0.89369
O 0.82183 1.55267 2.31931
N 1.36544 1.59463 0.01466
C 0.67820 1.72164 -1.26366
C 0.99723 2.52216 -2.31790
C 0.10799 2.50064 -3.39568
C -1.02423 1.69780 -3.34497
C -1.25537 0.89832 -2.23762
N -0.39765 0.90712 -1.21290
H 2.93542 8.56419 1.83580
H 4.28980 7.86443 0.93686
H 4.21666 7.70042 2.68625
H 0.96450 7.22968 2.18513
H -0.25448 5.10333 1.95297
H 3.46381 3.15722 0.83837
H 4.63168 5.31280 1.07925
H 1.88858 3.13336 -2.29811
H 0.29624 3.11680 -4.26634
H -1.72496 1.67050 -4.16822
H -2.10454 0.22952 -2.16874
C -2.27811 1.28338 3.97056
Sb -2.63195 0.39295 2.08631
C -3.76513 -1.26236 2.65662
C -3.98288 1.69939 1.17681
H -3.23741 1.59268 4.37938
H -1.61764 2.14048 3.87657
H -1.82284 0.54177 4.62207
H -4.58958 -0.88863 3.26430
H -3.13149 -1.92241 3.24544
H -4.15343 -1.79429 1.78968
H -4.72122 1.96757 1.92905
H -4.46616 1.19836 0.34192
H -3.45196 2.58131 0.83047
C -0.13012 -1.59126 1.50427
Ge 0.23308 -2.65837 -0.22159
C -0.13016 -4.47336 0.19403
C 0.48857 -5.45283 -0.58007
C 0.17342 -6.79198 -0.37940
C -0.74929 -7.15308 0.59217
C -1.36866 -6.18119 1.36802
C -1.05891 -4.84101 1.16944
C 2.00364 -2.34490 -0.87010
C 2.26497 -1.36299 -1.83107
C 3.56281 -1.12377 -2.26833
C 4.61302 -1.86733 -1.74584
C 4.36757 -2.84807 -0.79187
C 3.07081 -3.08692 -0.35543
C -1.13657 -2.16823 -1.51213
C -2.44999 -2.00203 -1.06463
C -3.51302 -1.89936 -1.95787
C -3.26741 -1.95321 -3.32301
C -1.96604 -2.12717 -3.78625
C -0.90848 -2.24888 -2.88883
H -0.07739 -2.30582 2.32574
H 1.21379 -5.18738 -1.34181
H 0.65301 -7.55318 -0.98139
H -0.98587 -8.19806 0.74735
H -2.08681 -6.47028 2.12515
H -1.55672 -4.09375 1.78028
H 1.45012 -0.79907 -2.27600
H 3.75462 -0.37406 -3.02686
H 5.62507 -1.69221 -2.08908
H 5.18718 -3.43234 -0.39237
H 2.90076 -3.85988 0.38574
H -2.65985 -2.00928 0.00030
H -4.52837 -1.79940 -1.59234
H -4.09010 -1.88759 -4.02429
H -1.77690 -2.19167 -4.85075
H 0.09181 -2.41562 -3.27457